[1]
The following is a quantum chemistry calculation of a molecular structure, C37H28F20GeN2O2PtSTe, from the Open Molecules 2025 dataset.

Calculated values
**Total energy**: -178139.385 eV
**LUMO**: -1.00 eV
**Energy relative to the best compared isomer or geometry (same formula, charge and spin)**: 91.4 kJ/mol
**Highest occupied orbital energy**: -8.94 eV

Geometry as XYZ:
```
93
Properties=species:S:1:pos:R:3:forces:R:3:lowdin_charge:R:1
Pt -0.782792 0.198902 -1.133555 0.061 0.061 -0.119 1.1759
C 1.675090 6.588282 -0.854391 -0.004 0.017 0.006 -0.0364
C 1.976429 5.642592 0.317274 -0.017 -0.021 -0.003 -0.5575
C 1.352735 6.200884 1.603880 0.000 0.000 0.013 -0.0402
C 3.490429 5.558261 0.506968 0.014 0.001 -0.006 -0.0619
C 1.365835 4.280862 0.006480 0.056 0.014 -0.005 -0.1367
C 2.126776 3.135575 -0.187273 -0.008 0.021 0.029 0.0367
C 1.512331 1.932807 -0.487173 -0.044 -0.024 0.046 -0.0568
N 0.189856 1.842483 -0.597293 0.024 -0.038 -0.126 -0.0816
C -0.585752 2.929846 -0.406076 -0.001 0.067 0.016 -0.1701
C -0.019358 4.150410 -0.107868 -0.060 -0.008 0.013 0.0532
C -2.039327 2.666814 -0.517970 0.058 0.042 0.077 -0.1699
C -3.026629 3.609311 -0.327726 0.022 0.020 0.013 0.0527
C -4.373672 3.252010 -0.399957 -0.029 -0.019 -0.014 -0.1384
C -4.655839 1.915110 -0.648861 -0.002 0.023 0.020 0.0344
C -3.628741 1.008169 -0.843014 0.055 -0.031 -0.092 -0.0522
N -2.351121 1.382333 -0.793889 -0.013 -0.095 0.049 -0.0807
C -5.450793 4.313980 -0.215709 0.015 -0.008 0.018 -0.5581
C -5.279414 4.973776 1.159779 -0.003 0.006 0.011 -0.0388
C -5.290917 5.371040 -1.317878 -0.002 0.015 -0.005 -0.0375
C -6.856719 3.722154 -0.302268 -0.007 -0.013 -0.007 -0.0619
H 2.100058 7.573510 -0.654800 0.002 -0.002 0.002 0.0901
H 0.601566 6.710835 -1.006506 0.002 -0.001 0.000 0.0810
H 2.107775 6.210587 -1.782147 -0.001 -0.001 0.001 0.0944
H 1.811470 7.160424 1.847294 -0.003 0.001 -0.003 0.0891
H 1.513153 5.523219 2.444061 0.008 0.001 -0.002 0.0957
H 0.279615 6.366499 1.501369 -0.001 -0.008 -0.001 0.0768
H 3.876622 6.544994 0.764662 -0.003 0.002 -0.007 0.0892
H 3.996132 5.235188 -0.404532 -0.005 -0.008 0.002 0.0893
H 3.759162 4.874601 1.314273 -0.005 0.008 0.005 0.0922
H 3.202615 3.150225 -0.105523 -0.002 -0.005 0.010 0.1126
H 2.048712 1.005876 -0.636075 0.010 -0.002 -0.019 0.0983
H -0.659022 5.008622 0.040890 0.003 -0.003 -0.011 0.1111
H -2.748856 4.632067 -0.116225 0.010 -0.006 -0.012 0.1114
H -5.670413 1.551123 -0.700973 0.002 0.002 -0.012 0.1142
H -3.795652 -0.039773 -1.060512 -0.011 -0.001 0.008 0.1082
H -4.315665 5.476139 1.254128 0.002 -0.009 0.000 0.0777
H -5.358425 4.236815 1.960646 -0.004 -0.001 -0.003 0.0952
H -6.058585 5.723105 1.308290 0.001 0.001 -0.005 0.0898
H -4.329755 5.883141 -1.251103 0.002 -0.009 -0.005 0.0798
H -6.076390 6.122781 -1.224731 0.005 0.003 0.007 0.0898
H -5.366607 4.919527 -2.308336 -0.008 -0.004 0.003 0.0953
H -7.028810 2.971918 0.471483 0.003 0.002 0.000 0.0916
H -7.045614 3.266404 -1.275693 0.003 0.002 0.000 0.0910
H -7.590464 4.516477 -0.161900 0.001 0.001 0.001 0.0893
F 2.945905 -2.273850 -1.698554 -0.004 -0.016 -0.030 0.0788
C 3.607655 -3.422042 -1.601369 0.009 0.034 0.044 -0.2239
C 3.070410 -4.469924 -0.879862 -0.085 0.026 -0.087 -0.1179
C 3.803305 -5.643830 -0.841085 0.005 -0.017 -0.039 -0.2204
F 3.309707 -6.714716 -0.200395 -0.019 0.007 0.015 0.1049
C 5.027784 -5.778694 -1.465883 0.002 -0.007 0.015 -0.1359
F 5.706215 -6.924067 -1.407987 -0.002 0.006 -0.004 0.1298
C 5.546380 -4.700853 -2.164564 0.008 0.007 -0.004 -0.1267
F 6.725454 -4.806087 -2.768168 -0.010 -0.002 0.004 0.1396
C 4.834931 -3.516789 -2.235035 0.025 -0.002 -0.012 -0.1331
F 5.335941 -2.479811 -2.907110 -0.002 -0.007 0.006 0.1275
Ge 1.372292 -4.394020 0.093094 0.767 -0.497 0.133 0.9097
S 0.662843 -2.318452 0.504056 -0.361 -0.120 0.268 0.7361
C 0.127883 -5.685841 -0.672717 -0.181 0.124 -0.052 -0.1794
C -1.028483 -6.014922 0.014255 0.037 0.016 -0.007 -0.3017
F -1.259398 -5.450107 1.208564 0.032 -0.034 0.036 0.0856
C -1.982215 -6.874167 -0.493167 0.002 -0.007 0.012 -0.1424
F -3.080079 -7.168587 0.198017 -0.001 0.000 -0.003 0.1375
C -1.781021 -7.425452 -1.748401 -0.017 -0.015 0.006 -0.1200
F -2.680899 -8.256192 -2.257432 0.008 0.005 0.000 0.1479
C -0.643325 -7.110558 -2.470000 0.018 0.004 -0.027 -0.1282
F -0.457490 -7.641403 -3.675972 -0.007 0.006 0.008 0.1366
C 0.288976 -6.241272 -1.930764 -0.012 -0.036 0.036 -0.2239
F 1.356685 -5.952626 -2.675489 0.009 -0.003 -0.001 0.1185
C 1.914317 -5.042265 1.892650 -0.122 0.007 0.014 -0.1170
C 2.682399 -4.231586 2.711864 0.010 0.102 -0.048 -0.2222
F 3.108990 -3.036111 2.266271 -0.023 -0.039 0.006 0.0627
C 3.062125 -4.583481 3.992562 0.024 0.020 0.007 -0.1359
F 3.796376 -3.753958 4.736899 -0.005 -0.009 0.000 0.1242
C 2.677994 -5.811932 4.497354 0.004 0.005 -0.003 -0.1290
F 3.035080 -6.172721 5.724785 -0.002 0.000 -0.008 0.1406
C 1.938577 -6.668664 3.703871 0.008 -0.017 -0.003 -0.1343
F 1.593194 -7.869129 4.166711 0.006 0.013 0.004 0.1316
C 1.579778 -6.278308 2.424601 0.070 -0.053 -0.035 -0.2102
F 0.922414 -7.189358 1.698298 -0.082 0.052 -0.017 0.1076
C 4.438567 -0.497649 0.471060 0.044 -0.032 -0.017 -0.1513
O 3.286993 -0.209109 1.249025 0.041 0.169 0.001 -0.1457
H 4.857659 -1.479136 0.710108 -0.025 -0.007 -0.011 0.0786
H 5.219548 0.257731 0.606474 0.001 -0.016 0.024 0.0773
H 4.133069 -0.507396 -0.573994 0.010 0.038 0.015 0.0679
H 3.426696 -0.529946 2.143834 -0.021 -0.030 -0.016 0.0704
F -2.799329 -3.650501 -2.829874 -0.014 -0.151 -0.053 -0.4432
Te -1.947186 -3.059263 -1.272120 -0.161 -0.059 -0.256 1.7912
F -3.791978 -2.873013 -0.620681 -0.032 0.123 0.049 -0.5665
F 0.012570 -2.833840 1.953906 0.096 0.128 0.046 -0.5189
F 0.901758 -0.783869 -1.481309 -0.206 0.080 0.043 -0.6354
F -0.311071 -3.354249 -2.347374 0.018 -0.052 0.059 -0.5414
O -1.982031 -1.298193 -1.737469 0.016 0.262 -0.012 -0.8270
```
Positions in Å, forces in eV/Å.

[2]
The following is a quantum chemistry calculation of a molecular structure, C37H28N2O2P2RuS2 in a non-equilibrium geometry, from the Open Molecules 2025 dataset.

Calculated values
**Total energy**: -88681.727 eV
**LUMO (spin up / spin down)**: -13.68 / -14.10 eV
**2S+1**: 5
**Total charge**: +4
**Energy relative to the best compared isomer or geometry (same formula, charge and spin)**: 242.7 kJ/mol
**Highest occupied orbital energy (spin up / spin down)**: -19.12 / -19.22 eV

Geometry as XYZ:
```
74
Properties=species:S:1:pos:R:3:forces:R:3:mulliken_spin:R:1
Ru 0.289441 -1.047081 0.840371 0.829 2.149 1.564 2.4882
O 0.800094 0.965427 0.998189 0.144 -0.588 0.078 0.0087
S 0.336345 1.978860 -0.056529 -0.724 0.077 -0.522 -0.0007
C 0.294411 1.022578 -1.597617 0.061 0.195 0.042 0.0302
C -0.434250 1.587156 -2.636314 -0.041 0.010 0.074 -0.0071
C -0.384986 1.026208 -3.904641 0.009 0.000 0.011 0.0269
C 0.403301 -0.093055 -4.138662 0.030 -0.119 -0.077 0.0035
C 1.139783 -0.658391 -3.109794 -0.127 0.079 0.039 0.0366
C 1.114189 -0.101224 -1.825793 0.121 -0.251 0.365 0.0045
P 2.232822 -0.860763 -0.578593 0.284 -0.116 -1.081 0.0737
C 3.800856 0.006582 -0.643344 -0.269 0.009 0.645 0.0000
C 4.811931 -0.447194 -1.499360 -0.147 -0.004 -0.117 0.0084
C 5.982373 0.285494 -1.593366 0.074 -0.031 -0.051 0.0024
C 6.153580 1.448270 -0.850498 -0.086 0.005 0.046 0.0100
C 5.142246 1.899580 -0.008096 0.058 -0.039 -0.051 -0.0039
C 3.968627 1.176135 0.106631 -0.039 0.013 0.101 0.0118
C 2.385064 -2.622732 -0.860424 -0.148 0.085 0.148 0.0421
C 3.477574 -3.351472 -0.531732 -0.043 0.338 -0.079 0.0414
C 3.421551 -4.771558 -0.240589 -0.093 -0.301 0.064 -0.0029
C 2.257022 -5.398364 -0.032001 -0.052 0.151 0.162 0.0630
C 0.964511 -4.710914 -0.315956 0.330 -0.232 -0.515 0.0268
C 1.031984 -3.304506 -0.921917 0.248 -0.107 -0.185 -0.0457
C -1.389921 2.255046 0.328273 0.382 0.268 -0.045 -0.0091
C -1.767772 3.582699 0.164535 0.175 -0.039 -0.034 0.0012
C -3.032906 4.003466 0.550791 -0.133 -0.069 0.039 0.0006
C -3.886683 3.101225 1.164657 -0.083 0.112 0.007 -0.0002
C -3.502534 1.779001 1.342134 0.297 -0.095 0.001 0.0116
C -2.253368 1.320525 0.914287 -0.176 -0.394 0.320 -0.0347
P -2.036287 -0.504982 0.903044 -0.620 0.396 -0.558 0.0968
C -2.177632 -1.263339 2.548737 0.113 -0.087 0.194 -0.0800
C -1.291439 -0.712862 3.638159 0.024 0.019 0.296 -0.0066
C -1.376720 -1.430174 4.950045 0.034 0.101 -0.192 0.0524
C -2.092504 -2.568452 5.102377 -0.118 -0.141 0.266 0.0195
C -2.787695 -3.101465 3.999269 0.217 0.210 0.225 0.0026
C -2.836671 -2.443651 2.750070 -0.065 0.257 -0.372 0.1187
C -3.438875 -1.049313 -0.091432 0.277 -0.224 0.110 -0.0284
C -3.262101 -1.092513 -1.475716 0.197 -0.076 0.060 0.0065
C -4.346460 -1.331071 -2.303258 -0.063 -0.025 -0.004 0.0003
C -5.606349 -1.532293 -1.752072 0.076 0.002 -0.042 0.0014
C -5.783243 -1.491996 -0.374072 -0.083 -0.020 0.068 0.0009
C -4.709455 -1.246485 0.464530 0.085 0.102 -0.128 0.0073
H -1.040755 2.468710 -2.463649 0.006 0.001 -0.019 -0.0001
H -0.946703 1.476313 -4.712616 -0.010 -0.007 0.004 0.0004
H 0.460792 -0.524146 -5.130001 -0.005 0.046 -0.012 0.0012
H 1.779120 -1.509852 -3.313525 -0.020 -0.011 -0.016 0.0045
H 4.675521 -1.320152 -2.123731 0.035 -0.041 0.019 -0.0013
H 6.766564 -0.053676 -2.257280 -0.005 0.011 -0.007 0.0010
H 7.077105 2.006108 -0.928852 0.005 0.000 -0.022 0.0001
H 5.275314 2.809327 0.561201 0.007 -0.011 0.017 0.0000
H 3.196289 1.509950 0.787787 0.020 0.007 0.006 -0.0072
H 4.441582 -2.870685 -0.410706 -0.020 0.056 0.015 0.0034
H 4.357789 -5.297628 -0.105141 -0.010 0.005 0.014 0.0021
H 2.213224 -6.423240 0.315121 0.048 -0.019 -0.084 0.0029
H 0.267281 -5.387011 -0.808871 -0.121 0.089 0.099 0.0110
H 0.518320 -3.138720 -1.870232 -0.096 -0.054 0.074 0.0103
H -1.058951 4.294106 -0.245619 -0.039 0.023 0.005 0.0003
H -3.337551 5.029867 0.395826 0.029 0.011 0.023 0.0002
H -4.864511 3.418279 1.503504 0.016 0.026 0.004 0.0001
H -4.190813 1.089843 1.813080 -0.093 0.010 -0.051 -0.0010
H -1.542814 0.346152 3.811629 -0.144 -0.037 0.040 0.0065
H -0.815183 -1.007029 5.777247 0.041 -0.037 -0.009 0.0008
H -2.117208 -3.077738 6.057740 -0.026 -0.026 -0.026 0.0025
H -3.308119 -4.046885 4.116350 -0.027 0.000 -0.028 0.0003
H -3.410846 -2.889166 1.948272 -0.020 -0.035 0.033 0.0086
H -2.272814 -0.944290 -1.899123 -0.019 0.027 -0.054 0.0030
H -4.216647 -1.366200 -3.376411 0.019 -0.001 0.002 0.0002
H -6.451784 -1.721834 -2.400066 -0.011 0.001 0.018 -0.0001
H -6.765458 -1.647947 0.052708 -0.002 0.006 -0.026 0.0001
H -4.879703 -1.184948 1.531165 -0.022 -0.009 0.022 0.0015
O 0.295672 -4.087123 0.863944 -0.037 0.292 0.364 0.2206
N 0.273609 -2.872192 0.259978 -0.392 -1.810 -1.021 0.5996
S 2.503077 -0.150990 4.356497 -0.467 -0.101 -0.224 0.0802
C 1.152068 -0.483970 3.716310 0.486 0.221 0.603 -0.0002
N 0.094925 -0.779019 3.133366 -0.080 -0.255 -0.637 0.0700
```
Positions in Å, forces in eV/Å.

[3]
The following is a quantum chemistry calculation of a molecular structure, C37H28OP2PdS3, from the Open Molecules 2025 dataset.

Calculated values
**Total energy**: -95436.815 eV
**LUMO**: 0.06 eV
**Energy relative to the best compared isomer or geometry (same formula, charge and spin)**: 0.0 kJ/mol
**Highest occupied orbital energy**: -7.38 eV

Geometry as XYZ:
```
72
Properties=species:S:1:pos:R:3:forces:R:3:lowdin_charge:R:1
Pd -0.200869 1.617493 1.136041 0.286 -0.401 0.000 0.1676
O 0.156356 -1.772368 1.352227 0.081 -0.126 -0.016 -0.0398
C 0.877807 -2.190780 0.249644 -0.110 0.035 0.183 -0.2700
C 0.793269 -3.479355 -0.259869 0.072 0.036 0.011 -0.0093
C 1.633394 -3.843338 -1.299837 0.022 0.016 -0.016 -0.0648
C 2.558662 -2.940097 -1.807603 -0.048 -0.051 0.017 -0.0711
C 2.603953 -1.651113 -1.304506 -0.055 0.025 -0.041 -0.0722
C 1.734386 -1.242250 -0.293712 0.066 -0.088 -0.073 -0.2535
P 1.704941 0.457967 0.368833 0.044 0.301 -0.102 0.9967
C 2.484838 1.406332 -0.975552 0.005 0.026 0.047 -0.3686
C 3.403963 2.420226 -0.716476 0.031 -0.026 0.019 -0.1242
C 3.868080 3.224008 -1.748353 -0.001 0.007 -0.026 -0.0679
C 3.415692 3.028474 -3.044160 0.010 0.005 0.009 -0.0782
C 2.490399 2.027064 -3.307916 -0.006 -0.011 0.016 -0.0723
C 2.024676 1.224135 -2.279800 -0.020 0.034 -0.023 -0.1108
C 2.944526 0.335653 1.693955 -0.007 -0.020 0.060 -0.3611
C 4.297698 0.141088 1.422468 -0.010 -0.073 -0.030 -0.0891
C 5.200725 -0.021304 2.460016 0.001 0.008 0.008 -0.0759
C 4.757345 -0.000466 3.776751 -0.001 -0.001 -0.008 -0.0792
C 3.411687 0.185448 4.052487 -0.006 0.006 0.000 -0.0691
C 2.507157 0.356904 3.013975 0.041 0.051 0.017 -0.1026
C -1.126473 -2.260672 1.508880 0.009 0.171 -0.147 -0.2828
C -1.339380 -3.447983 2.186562 -0.039 0.015 0.001 -0.0096
C -2.634972 -3.923116 2.318992 -0.038 0.025 -0.015 -0.0603
C -3.696119 -3.206908 1.780465 0.050 -0.045 0.028 -0.0668
C -3.468577 -1.997516 1.141929 0.032 0.012 0.014 -0.0549
C -2.174253 -1.492613 1.002623 -0.002 -0.034 0.085 -0.2419
P -1.851170 0.190150 0.343017 -0.129 0.047 -0.015 1.0043
C -1.490903 -0.021041 -1.430848 -0.030 -0.111 0.018 -0.3702
C -1.325178 -1.263003 -2.032864 -0.040 -0.007 -0.061 -0.0759
C -1.022024 -1.348455 -3.387449 -0.016 0.011 0.028 -0.0681
C -0.914510 -0.194951 -4.149723 0.003 0.010 0.004 -0.0833
C -1.086323 1.049157 -3.553308 -0.023 0.004 -0.022 -0.0903
C -1.353132 1.138206 -2.197740 -0.025 -0.003 0.016 -0.1171
C -3.536690 0.874286 0.349408 -0.045 -0.008 -0.025 -0.3806
C -4.339105 0.928571 -0.786694 -0.006 0.014 -0.015 -0.0811
C -5.637954 1.411950 -0.702155 -0.003 0.011 0.023 -0.0745
C -6.145583 1.834883 0.517405 0.004 -0.002 -0.017 -0.0775
C -5.352587 1.775840 1.655476 0.002 0.008 -0.006 -0.0663
C -4.053714 1.301570 1.571322 -0.025 0.001 0.024 -0.1505
H 0.090818 -4.189714 0.152052 -0.001 0.007 0.019 0.1134
H 1.574766 -4.847036 -1.701271 0.010 0.005 0.001 0.1080
H 3.235130 -3.235914 -2.598283 -0.008 0.004 0.001 0.1056
H 3.305842 -0.942455 -1.723320 -0.002 -0.011 0.007 0.1069
H 3.758610 2.591878 0.291289 -0.013 -0.004 0.010 0.0898
H 4.579307 4.010802 -1.533143 -0.004 -0.007 0.002 0.1083
H 3.779332 3.657370 -3.846776 -0.005 -0.002 0.007 0.1035
H 2.125194 1.872665 -4.315848 0.003 -0.003 0.006 0.1042
H 1.295128 0.452877 -2.496334 0.048 0.008 0.014 0.0863
H 4.650906 0.120116 0.398381 -0.009 -0.006 -0.010 0.1068
H 6.251521 -0.162928 2.241754 -0.008 0.003 0.002 0.1042
H 5.464798 -0.122978 4.587063 -0.006 -0.002 -0.007 0.1038
H 3.063798 0.212746 5.076858 0.000 -0.001 -0.007 0.1072
H 1.460444 0.530447 3.227678 -0.041 0.000 0.006 0.0887
H -0.494038 -3.981194 2.601422 0.007 0.008 -0.013 0.1293
H -2.814359 -4.851994 2.844637 -0.006 0.007 -0.005 0.1089
H -4.707219 -3.579366 1.877559 0.005 0.005 -0.003 0.1072
H -4.308781 -1.429705 0.765793 0.003 -0.005 -0.002 0.1063
H -1.433649 -2.170008 -1.451436 -0.014 0.022 -0.013 0.1010
H -0.884122 -2.319307 -3.846031 0.003 0.000 0.007 0.1066
H -0.693679 -0.263313 -5.207495 0.002 0.002 0.007 0.1054
H -0.990731 1.953104 -4.140995 -0.008 0.001 0.002 0.1114
H -1.458328 2.110986 -1.729145 0.007 0.003 0.009 0.1160
H -3.956451 0.594790 -1.742461 -0.003 -0.006 0.009 0.1024
H -6.252932 1.455327 -1.591953 0.006 0.001 0.005 0.1046
H -7.156848 2.215487 0.580746 0.002 -0.004 0.002 0.1042
H -5.740790 2.111429 2.608139 0.008 -0.002 -0.003 0.1097
H -3.441970 1.261091 2.464352 0.020 -0.013 0.004 0.0683
S -0.033412 5.616793 3.190344 0.004 -0.046 0.006 0.5294
C -0.102657 4.171739 2.452914 0.060 0.113 0.002 -1.8495
S -1.484183 3.121353 2.359185 0.021 -0.020 -0.235 0.4714
S 1.198483 3.402809 1.580395 -0.156 0.075 0.199 0.4934
```
Positions in Å, forces in eV/Å.